# 1
# C50H44AsBN10O7PRbS3

A molecular structure, C50H44AsBN10O7PRbS3 at a distorted geometry (ωB97M-V/def2-TZVPD, the Open Molecules 2025 dataset).

Values from the calculation:
Max |F| (eV/A): 4.28
Net charge: -2
ΔE to the lowest compared entry with this formula, charge and spin (kcal per mole): 0.0
E_HOMO (eV): -3.279
Electronic energy (hartree): -6826.85968
LUMO (eV): 3.52
Frontier orbital gap (eV): 6.80

Last column: Löwdin charge in e.
CARTESIAN COORDINATES (ANGSTROEM)
Rb: -8.05 -21.49 -11.63  0.677
S: -13.05 -26.74 -10.30  0.973
C: -12.23 -28.22 -9.94  -0.458
C: -10.94 -28.25 -10.40  -0.170
C: -10.59 -27.07 -11.09  -0.100
C: -11.57 -26.14 -11.06  -0.476
C: -11.51 -24.90 -11.82  -0.198
C: -11.02 -23.72 -11.22  -0.098
N: -10.86 -22.60 -11.89  0.083
C: -11.08 -22.61 -13.23  -0.197
C: -11.63 -23.70 -13.91  -0.162
C: -11.98 -23.73 -15.29  -0.024
C: -11.64 -22.66 -16.05  -0.003
C: -11.06 -21.51 -15.33  -0.111
C: -10.96 -20.34 -16.08  0.064
C: -10.62 -19.11 -15.44  -0.180
C: -10.38 -19.16 -14.09  -0.059
N: -10.45 -20.33 -13.40  0.133
C: -10.80 -21.49 -13.96  -0.211
C: -10.62 -17.87 -16.24  -0.506
C: -9.74 -17.75 -17.27  -0.129
C: -9.80 -16.43 -17.85  -0.207
C: -10.67 -15.59 -17.24  -0.441
S: -11.48 -16.39 -15.96  1.024
C: -11.90 -24.82 -13.15  0.047
H: -12.74 -28.89 -9.23  0.056
H: -10.26 -29.03 -10.06  0.109
H: -9.63 -26.88 -11.49  0.077
H: -10.68 -23.65 -10.18  0.104
H: -12.41 -24.70 -15.69  0.134
H: -11.82 -22.48 -17.09  0.101
H: -11.12 -20.27 -17.12  0.106
H: -10.20 -18.34 -13.45  0.053
H: -9.13 -18.58 -17.61  0.124
H: -9.20 -16.12 -18.73  0.102
H: -10.86 -14.55 -17.52  0.063
H: -12.22 -25.70 -13.66  0.126
N: -7.58 -22.39 -7.71  -0.101
P: -9.11 -21.43 -7.60  1.123
C: -8.82 -20.43 -6.07  -0.354
C: -8.04 -20.81 -4.98  -0.074
C: -7.91 -19.98 -3.84  -0.092
C: -8.41 -18.72 -3.94  -0.124
C: -9.25 -18.37 -4.97  -0.107
C: -9.45 -19.19 -6.02  -0.111
C: -10.08 -22.82 -6.87  -0.341
C: -11.08 -22.62 -5.93  -0.116
C: -12.01 -23.59 -5.61  -0.100
C: -12.03 -24.78 -6.32  -0.094
C: -11.08 -25.03 -7.32  -0.068
C: -10.18 -24.01 -7.64  -0.107
C: -6.60 -21.86 -8.54  -0.444
C: -5.60 -22.61 -9.12  -0.098
C: -4.67 -22.05 -9.99  -0.056
C: -4.75 -20.65 -10.19  -0.090
C: -5.82 -19.98 -9.64  -0.214
N: -6.68 -20.51 -8.80  0.068
H: -7.65 -23.40 -7.73  0.080
H: -7.50 -21.78 -4.94  0.110
H: -7.31 -20.27 -2.99  0.090
H: -8.17 -17.92 -3.25  0.097
H: -9.68 -17.39 -4.97  0.104
H: -10.10 -18.89 -6.79  0.080
H: -10.98 -21.72 -5.33  0.103
H: -12.62 -23.42 -4.77  0.085
H: -12.80 -25.50 -6.06  0.092
H: -11.11 -25.99 -7.85  0.092
H: -9.56 -24.18 -8.55  0.071
H: -5.59 -23.70 -8.87  0.056
H: -4.01 -22.82 -10.45  0.121
H: -4.09 -20.23 -10.94  0.096
H: -5.94 -18.84 -9.67  0.105
O: -8.25 -24.41 -10.32  -0.471
As: -6.88 -25.57 -10.22  1.014
O: -7.55 -26.98 -10.76  -0.608
O: -6.12 -24.98 -11.83  -0.321
C: -6.05 -25.74 -12.94  -0.335
C: -5.15 -26.84 -12.92  -0.017
C: -5.07 -27.66 -14.05  -0.121
C: -5.83 -27.41 -15.17  -0.113
C: -6.74 -26.32 -15.18  -0.081
C: -6.81 -25.50 -14.10  -0.195
S: -8.14 -24.30 -14.16  0.498
O: -8.96 -24.46 -15.36  -0.322
O: -8.95 -24.61 -12.98  -0.348
O: -7.47 -23.00 -14.03  -0.435
H: -8.50 -24.47 -11.28  -0.027
H: -4.72 -27.23 -12.02  0.094
H: -4.39 -28.52 -13.99  0.093
H: -5.82 -28.03 -16.09  0.091
H: -7.36 -26.24 -16.05  0.093
B: -8.67 -16.84 -12.31  -0.484
N: -7.81 -17.57 -13.30  -0.109
C: -7.32 -16.94 -14.45  -0.086
C: -6.55 -17.86 -15.07  -0.116
C: -6.69 -19.05 -14.35  -0.165
N: -7.42 -18.81 -13.26  0.020
N: -7.82 -16.27 -11.14  -0.107
C: -7.20 -15.08 -11.05  -0.125
C: -6.53 -15.02 -9.86  -0.103
C: -6.76 -16.28 -9.29  -0.187
N: -7.52 -17.03 -10.11  0.051
H: -9.10 -15.83 -12.96  0.089
H: -9.57 -17.52 -11.88  0.063
H: -7.56 -15.97 -14.57  0.065
H: -6.04 -17.63 -16.03  0.094
H: -6.30 -20.07 -14.63  0.121
H: -7.45 -14.47 -11.87  0.089
H: -6.01 -14.19 -9.39  0.077
H: -6.63 -16.61 -8.31  0.072
N: -12.78 -21.23 -9.71  0.148
C: -11.95 -20.38 -8.92  -0.659
N: -11.21 -19.53 -9.66  0.160
O: -11.98 -20.43 -7.68  -0.026
H: -12.38 -21.28 -10.64  0.049
H: -12.98 -22.10 -9.27  0.078
H: -11.08 -19.75 -10.68  0.104
H: -10.38 -19.11 -9.25  0.095

***

# 2
# C26H30NO3

2 unconnected molecules or ions with the total composition C26H30NO3 at a distorted geometry (ωB97M-V/def2-TZVPD, the Open Molecules 2025 dataset).

Values from the calculation:
Max |F| (eV/A): 2.29
Net charge: +1
ΔE to the lowest compared entry with this formula, charge and spin (kcal per mole): 0.0
E_HOMO (eV): -11.444
Electronic energy (hartree): -1288.93307
LUMO (eV): -5.17
Frontier orbital gap (eV): 6.28

Last column: Löwdin charge in e.
CARTESIAN COORDINATES (ANGSTROEM)
C: 7.32 -2.08 0.34  -0.043
O: 6.28 -2.58 1.22  -0.063
C: 5.06 -1.98 1.19  -0.233
C: 4.03 -2.60 1.94  0.027
C: 2.74 -2.11 1.87  -0.004
C: 2.45 -0.91 1.17  -0.181
C: 1.09 -0.37 1.07  -0.057
C: 0.00 -1.26 0.96  -0.012
C: -1.33 -0.87 0.82  0.001
C: -2.47 -1.77 0.89  -0.231
C: -3.78 -1.23 0.97  -0.018
C: -4.89 -2.07 0.95  -0.055
C: -4.73 -3.46 0.88  -0.043
C: -3.44 -4.01 0.85  -0.052
C: -2.31 -3.18 0.88  -0.010
C: 0.93 1.08 1.10  -0.178
C: 1.69 1.86 2.02  -0.001
C: 1.51 3.22 2.14  0.028
C: 0.60 3.88 1.27  -0.236
O: 0.49 5.23 1.42  -0.064
C: -0.35 5.96 0.50  -0.045
C: -0.13 3.14 0.31  0.018
C: 0.04 1.76 0.26  -0.020
C: 3.52 -0.26 0.51  0.002
C: 4.79 -0.81 0.45  0.012
H: 8.18 -2.70 0.58  0.099
H: 7.03 -2.20 -0.71  0.105
H: 7.54 -1.02 0.55  0.097
H: 4.28 -3.47 2.53  0.131
H: 1.94 -2.61 2.41  0.124
H: 0.24 -2.32 1.01  0.110
H: -1.59 0.18 0.96  0.120
H: -3.89 -0.15 1.04  0.122
H: -5.89 -1.63 0.99  0.116
H: -5.60 -4.11 0.86  0.117
H: -3.30 -5.09 0.82  0.116
H: -1.31 -3.61 0.87  0.112
H: 2.42 1.37 2.66  0.132
H: 2.05 3.81 2.87  0.132
H: -0.26 6.99 0.83  0.099
H: 0.00 5.85 -0.53  0.103
H: -1.40 5.63 0.57  0.099
H: -0.81 3.63 -0.37  0.114
H: -0.52 1.20 -0.49  0.082
H: 3.33 0.68 -0.02  0.131
H: 5.57 -0.33 -0.15  0.115
C: -3.59 1.69 -3.94  -0.052
C: -3.06 0.33 -3.53  -0.456
O: -2.37 -0.20 -4.66  -0.039
C: -2.15 0.38 -2.30  -0.260
N: -1.68 -0.93 -1.97  0.031
H: -4.12 2.17 -3.12  0.081
H: -2.77 2.34 -4.25  0.089
H: -4.28 1.59 -4.78  0.088
H: -3.91 -0.32 -3.29  0.142
H: -1.88 -0.97 -4.34  0.085
H: -1.29 1.02 -2.53  0.127
H: -2.72 0.85 -1.47  0.111
H: -0.91 -0.99 -1.32  0.043
H: -2.41 -1.62 -1.77  0.092

***

# 3
# C11H15N

2 unconnected molecules or ions with the total composition C11H15N at a distorted geometry (ωB97M-V/def2-TZVPD, the Open Molecules 2025 dataset).

Values from the calculation:
Max |F| (eV/A): 2.33
Net charge: 0
ΔE to the lowest compared entry with this formula, charge and spin (kcal per mole): 24.5
E_HOMO (eV): -7.786
Structure (SMILES): Cc1c[nH]c2ccccc12.CC
Electronic energy (hartree): -482.87618
LUMO (eV): 0.90
Frontier orbital gap (eV): 8.69

Last column: Löwdin charge in e.
CARTESIAN COORDINATES (ANGSTROEM)
C: -2.76 1.49 0.54  -0.030
C: -1.72 0.53 -0.03  -0.235
C: -0.51 0.92 -0.51  -0.061
N: 0.32 -0.18 -0.76  0.077
C: -0.44 -1.34 -0.45  -0.204
C: -0.09 -2.67 -0.49  -0.040
C: -1.06 -3.62 -0.17  -0.093
C: -2.37 -3.20 0.09  -0.100
C: -2.66 -1.86 0.24  -0.033
C: -1.68 -0.88 0.04  -0.162
H: -3.36 0.83 1.17  0.070
H: -3.31 2.02 -0.24  0.074
H: -2.22 2.20 1.17  0.078
H: -0.13 1.89 -0.80  0.120
H: 1.23 -0.29 -1.18  0.125
H: 0.97 -2.91 -0.45  0.111
H: -0.78 -4.66 -0.22  0.094
H: -3.16 -3.94 0.17  0.097
H: -3.51 -1.51 0.82  0.107
C: 3.25 1.36 0.01  -0.160
C: 3.57 2.87 0.21  -0.166
H: 3.06 1.20 -1.05  0.052
H: 4.09 0.90 0.53  0.066
H: 2.32 1.06 0.49  0.045
H: 3.23 3.24 1.18  0.061
H: 3.05 3.48 -0.52  0.050
H: 4.64 3.07 0.20  0.056